C10H19BClNO5S | ωB97M-V/def2-TZVPD

Last column: Mulliken charge in e.
Atoms and positions in Å:
C (-1.81090, -3.02391, 0.50258)  -1.04
C (-1.01958, -2.32000, -0.41288)  -0.50
C (0.16272, -1.29650, 0.00929)  0.48
O (0.36536, -0.47076, -1.16416)  -0.35
C (1.13214, 0.68937, -0.93243)  0.70
O (2.19416, 0.77803, -0.31225)  -0.51
C (0.58969, 2.04027, -1.62226)  -0.93
C (1.66566, 3.20995, -1.63809)  0.33
C (1.39302, 4.25582, -0.42134)  -1.04
Cl (1.55129, 4.24037, -3.18719)  -0.22
B (-0.37422, -0.52550, 1.34130)  0.63
O (0.52047, -0.50948, 2.48754)  -0.60
N (-1.64510, 0.20194, 1.52599)  -0.01
C (-2.26922, 0.73643, 0.29905)  -0.78
C (-2.58585, -0.43364, 2.47415)  -1.08
S (1.61769, -2.46000, 0.32593)  1.27
C (2.12999, -3.03118, -1.38095)  -0.95
O (1.19796, -3.70436, 1.06013)  -0.67
O (2.77519, -1.83536, 1.02659)  -0.62
H (-1.48253, -3.23641, 1.56302)  0.36
H (-2.80617, -3.44160, 0.15211)  0.27
H (-1.17865, -2.50886, -1.52215)  0.35
H (-0.40238, 2.37105, -1.18045)  0.28
H (0.38400, 1.76875, -2.71557)  0.35
H (2.74500, 2.87397, -1.59492)  0.30
H (2.18357, 4.18518, 0.38868)  0.25
H (0.35160, 4.00698, -0.02708)  0.24
H (1.39906, 5.32381, -0.83433)  0.38
H (0.50845, 0.43919, 2.75567)  0.31
H (-3.40741, 0.73092, 0.44879)  0.37
H (-2.07615, 0.17213, -0.66423)  0.29
H (-1.97476, 1.84317, 0.20875)  0.19
H (-3.27537, -1.22135, 2.03084)  0.28
H (-3.27143, 0.39697, 2.88239)  0.39
H (-2.04016, -0.83647, 3.40041)  0.31
H (2.32645, -2.13157, -2.06643)  0.26
H (3.11117, -3.60777, -1.34033)  0.37
H (1.31519, -3.66960, -1.86617)  0.31

HOMO = -9.474 eV
Strongest force on any atom = 0.09902 hartree/bohr
Kohn-Sham gap = 9.76 eV
SMILES string = C=C[C@@](OC(=O)C[C@H](C)Cl)(B(O)N(C)C)S(C)(=O)=O
LUMO level = 0.291 eV
Calculated total energy = -46437.0704 eV